Entry 1:
The following is a quantum chemistry calculation of CH3Cl2N3 in the gas phase at a distorted geometry, from OMol25.

Output
HOMO level (alpha / beta): -8.081 / -10.010 eV
relative energy (zero: lowest compared OMol25 entry of this formula, charge and spin): 265.72 kJ/mol
charge: 0
gap between HOMO and LUMO (alpha / beta): 6.69 / 8.78 eV
SMILES: N/C(=N/Cl)NCl

Last column: Löwdin charge in e.
Element x y z (Å)
N1 -0.765 1.109 -0.262  0.123
C1 -0.026 0.140 0.247  -0.501
N2 1.627 0.715 -0.273  -0.457
Cl1 2.669 -0.503 -0.301  0.616
N3 -0.303 -1.002 0.744  -0.200
Cl2 -1.669 -2.033 -0.391  0.196
H1 -0.332 2.022 -0.215  0.103
H2 -1.773 1.056 -0.255  0.108
H3 0.572 -1.505 0.705  0.012

---

Entry 2:
The following is a quantum chemistry calculation of a molecular structure, CH3Cl2NO2S at a distorted geometry, from OMol25.

Output
HOMO level: -10.173 eV
relative energy (zero: lowest compared OMol25 entry of this formula, charge and spin): 265.36 kJ/mol
charge: 0
gap between HOMO and LUMO: 10.06 eV

Last column: Löwdin charge in e.
Element x y z (Å)
C1 1.435 -0.076 0.004  -0.139
N1 -1.253 -0.285 -0.921  -1.051
O1 -0.346 1.942 0.144  -0.344
O2 -0.762 -0.037 1.670  -0.366
S1 -0.259 0.539 0.452  0.515
Cl1 -1.257 -1.962 -0.385  0.548
Cl2 -2.720 0.498 -0.760  0.613
H1 1.639 -0.875 0.800  0.084
H2 1.359 -0.497 -1.052  0.077
H3 2.163 0.753 0.046  0.064

---

Entry 3:
The following is a quantum chemistry calculation of 2 unconnected molecules or ions with the total composition CH3Cl2OP at a distorted geometry, from OMol25.

Output
HOMO level (alpha / beta): -5.740 / -10.966 eV
relative energy (zero: lowest compared OMol25 entry of this formula, charge and spin): 283.65 kJ/mol
charge: 0
multiplicity: 3
gap between HOMO and LUMO (alpha / beta): 6.41 / 7.74 eV

Last column: Löwdin charge in e.
Element x y z (Å)
C1 1.319 0.085 -0.423  -0.837
O1 0.741 0.866 0.213  -0.104
P1 -2.061 0.030 0.631  0.350
Cl1 -1.049 -1.476 -0.339  0.080
Cl2 2.578 -0.959 0.250  0.590
H1 1.296 -0.053 -1.589  0.118
H2 -1.540 0.963 -0.470  -0.078
H3 -1.285 0.543 1.727  -0.120

---

Entry 4:
The following is a quantum chemistry calculation of 2 unconnected molecules or ions with the total composition CH3Cl2OPS at a distorted geometry, from OMol25.

Output
HOMO level: -9.838 eV
relative energy (zero: lowest compared OMol25 entry of this formula, charge and spin): 550.30 kJ/mol
charge: 0
gap between HOMO and LUMO: 8.81 eV

Last column: Löwdin charge in e.
Element x y z (Å)
C1 0.036 0.016 -1.263  -1.027
O1 -0.183 0.025 2.902  -0.620
P1 0.146 1.089 0.236  0.650
S1 -0.120 -0.580 1.570  0.232
Cl1 1.151 0.517 -2.530  0.488
Cl2 -2.100 -1.100 0.978  0.129
H1 -0.882 0.365 -1.884  0.049
H2 -0.055 -1.042 -0.923  0.004
H3 2.007 0.710 0.913  0.095

---

Entry 5:
The following is a quantum chemistry calculation of 2 unconnected molecules or ions with the total composition CH3Cl2PS at a distorted geometry, from OMol25.

Output
HOMO level (alpha / beta): -9.274 / -9.126 eV
relative energy (zero: lowest compared OMol25 entry of this formula, charge and spin): 312.45 kJ/mol
charge: 0
gap between HOMO and LUMO (alpha / beta): 8.91 / 6.47 eV

Last column: Löwdin charge in e.
Element x y z (Å)
C1 1.703 0.361 0.823  0.027
P1 -1.223 -0.357 -0.727  -0.501
S1 -1.383 -2.123 -1.452  0.141
Cl1 -2.578 -0.081 0.704  0.167
Cl2 -1.898 0.914 -2.086  0.174
H1 1.702 -0.573 1.450  0.008
H2 2.408 0.578 -0.001  -0.008
H3 1.270 1.282 1.288  -0.007

---

Entry 6:
The following is a quantum chemistry calculation of a gas-phase ion, CH3Cl3N2P (charge +1) at a distorted geometry, from OMol25.

Output
HOMO level (alpha / beta): -15.239 / -15.455 eV
relative energy (zero: lowest compared OMol25 entry of this formula, charge and spin): 338.73 kJ/mol
charge: +1
gap between HOMO and LUMO (alpha / beta): 8.06 / 9.57 eV
SMILES: CN=[N+]=P(Cl)(Cl)Cl

Last column: Löwdin charge in e.
Element x y z (Å)
C1 1.477 1.242 0.460  -0.178
N1 0.610 0.587 -0.347  0.050
N2 -0.433 -0.464 0.630  -0.152
P1 -1.411 -1.173 -0.501  -0.478
Cl1 -2.999 -1.018 0.568  0.486
Cl2 -0.951 -3.067 -0.699  0.461
Cl3 -1.651 -0.122 -2.145  0.446
H1 1.402 2.312 0.244  0.120
H2 2.436 0.848 0.224  0.102
H3 1.519 0.854 1.566  0.143

---

Entry 7:
The following is a quantum chemistry calculation of 2 unconnected molecules or ions with the total composition CH3ClFN at a distorted geometry, from OMol25.

Output
HOMO level: -8.358 eV
relative energy (zero: lowest compared OMol25 entry of this formula, charge and spin): 538.95 kJ/mol
charge: 0
gap between HOMO and LUMO: 6.30 eV

Last column: Löwdin charge in e.
Element x y z (Å)
C1 1.223 -0.181 0.060  0.157
N1 -1.308 0.286 -0.537  -0.516
F1 -1.725 1.573 -0.166  -0.234
Cl1 -2.335 -0.712 0.271  0.572
H1 1.524 -0.046 -0.997  0.026
H2 1.841 0.164 0.898  0.011
H3 0.780 -1.084 0.471  -0.016

---

Entry 8:
The following is a quantum chemistry calculation of a gas-phase ion, CH3ClN (charge -1), from OMol25.

Output
HOMO level: -1.471 eV
charge: -1
gap between HOMO and LUMO: 6.16 eV

Last column: Löwdin charge in e.
Element x y z (Å)
C1 0.436 0.018 -0.013  -0.535
N1 -0.722 0.856 0.052  -0.661
Cl1 -2.122 -0.286 0.057  0.130
H1 0.530 -0.617 -0.925  0.017
H2 0.585 -0.678 0.845  0.017
H3 1.294 0.706 -0.016  0.032

---

Entry 9:
The following is a quantum chemistry calculation of 2 unconnected molecules or ions with the total composition CH3ClN2 at a distorted geometry, from OMol25.

Output
HOMO level: -10.141 eV
relative energy (zero: lowest compared OMol25 entry of this formula, charge and spin): 272.40 kJ/mol
charge: 0
gap between HOMO and LUMO: 10.93 eV
SMILES: C#N.NCl

Last column: Löwdin charge in e.
Element x y z (Å)
C1 -0.214 -1.778 0.129  -0.107
N1 -0.912 -2.069 0.986  0.096
H1 0.426 -1.640 -0.683  0.056
N2 -0.611 0.961 0.287  -0.437
Cl1 0.017 1.692 -1.156  0.442
H2 -1.179 0.266 -0.115  -0.068
H3 0.203 0.399 0.687  0.018

---

Entry 10:
The following is a quantum chemistry calculation of CH3ClN2 in the gas phase at a distorted geometry, from OMol25.

Output
HOMO level (alpha / beta): -10.101 / -10.100 eV
relative energy (zero: lowest compared OMol25 entry of this formula, charge and spin): 440.88 kJ/mol
charge: 0
gap between HOMO and LUMO (alpha / beta): 9.33 / 9.33 eV
SMILES: C/N=N/Cl

Last column: Löwdin charge in e.
Element x y z (Å)
C1 0.857 -0.151 -0.244  -0.204
N1 -0.181 0.362 0.640  -0.078
N2 -1.443 0.131 -0.099  -0.519
Cl1 -2.752 0.725 0.708  0.541
H1 0.676 -0.461 -1.336  0.100
H2 1.096 -1.099 0.286  0.072
H3 1.748 0.492 0.046  0.088

---

Question: The lowest charge belongs to which entry?
Answer: CH3ClN